13
Properties=species:S:1:pos:R:3:forces:R:3:mulliken_charge:R:1 method="wB97M-V/def2-TZVPD" gap_ev=10.1 total_energy_ev=-9165.5935 total_charge=0 homo_ha=-0.35168 de_lowest_kcal_mol=75.2
H 0.12106 -2.22644 0.46135 -1.88 0.01 -2.71 0.204
N -0.58053 -2.08822 -0.39548 2.39 0.88 2.42 -0.590
C -0.70342 -0.83077 -0.61390 -2.15 -1.92 -0.55 0.115
N -0.23697 0.30053 0.06796 1.01 1.38 -2.30 0.297
C -0.07479 1.41027 -0.82092 1.30 1.85 1.89 0.004
N -0.57883 1.53650 -1.94137 -1.39 2.02 -2.09 -0.545
H -0.50378 2.56086 -2.28838 0.32 -2.44 0.63 0.273
N 0.80283 0.40001 0.96853 -0.76 -3.44 2.65 -0.571
C 0.82872 -0.58654 1.82991 0.63 0.78 -0.40 -0.408
H -1.45909 -0.58153 -1.42644 1.35 0.20 1.03 0.355
H 0.59728 2.19917 -0.36436 -0.89 -0.97 -0.11 0.328
H 0.23442 -1.51499 1.88764 -0.25 1.10 -0.22 0.280
H 1.55309 -0.57886 2.63546 0.34 0.55 -0.25 0.257